1.
Entry from the OMol25 dataset: C17H34Br3F5NOP as an isolated structure at a distorted geometry (the ωB97M-V functional and the def2-TZVPD basis).

```
62
Properties=species:S:1:pos:R:3:forces:R:3
C -2.934 1.122 -4.379 0.26 -0.05 0.28
C -1.530 0.967 -5.227 0.23 0.68 1.48
C -0.383 0.488 -4.133 0.40 0.81 0.17
C 0.961 -0.162 -4.811 -0.72 -0.25 -0.98
C 1.684 -1.342 -3.932 0.79 0.76 -0.56
C 1.840 -1.024 -2.331 0.17 -1.87 0.71
C 1.753 -2.509 -1.565 -0.91 -0.20 -0.95
C 0.184 -2.807 -1.107 0.35 -0.68 0.90
C 0.073 -3.018 0.530 -0.03 0.83 -0.62
C -1.250 -2.208 1.062 0.97 -0.41 1.06
C -1.161 -2.215 2.728 -1.24 -1.11 -0.66
P 0.146 -0.936 3.278 -1.08 -0.08 2.13
N -1.047 0.426 3.118 0.16 -0.31 -1.00
O 1.341 -2.180 3.634 -0.74 -0.84 0.11
C 0.396 -0.326 5.109 0.41 -0.57 0.70
C 1.766 0.591 5.100 -0.35 0.44 -0.11
C 1.654 1.826 6.203 0.40 0.08 -0.52
C 2.478 3.154 5.614 -0.43 -1.15 -1.59
F 1.610 3.900 4.633 2.81 -1.95 3.23
F 3.662 2.696 4.798 -3.34 1.61 2.70
C 3.018 4.152 6.816 1.33 2.48 -0.13
F 3.679 3.428 7.936 -2.62 2.60 -3.80
F 1.899 5.038 7.296 3.99 -3.34 -1.27
F 4.051 5.061 6.217 -3.42 -2.90 2.34
H -3.297 0.066 -3.979 0.68 2.20 -0.95
H -3.782 1.648 -4.990 1.60 -1.14 1.09
H -2.721 1.795 -3.422 -0.40 -1.41 -2.05
H -1.588 0.230 -6.136 -0.02 1.47 1.80
H -1.230 2.071 -5.559 -0.61 -2.53 0.29
H -0.027 1.489 -3.588 -0.90 -2.22 -0.90
H -0.859 -0.212 -3.297 0.99 1.31 -1.93
H 1.684 0.715 -5.138 -1.34 -1.89 0.90
H 0.604 -0.666 -5.833 0.86 1.01 2.11
H 1.134 -2.364 -4.162 0.93 2.17 0.83
H 2.793 -1.474 -4.352 -2.41 0.19 0.84
H 2.891 -0.589 -2.047 -2.13 -0.50 -0.87
H 0.981 -0.384 -1.861 1.73 -0.96 -1.16
H 2.492 -2.598 -0.662 -1.50 0.20 -1.67
H 2.006 -3.351 -2.369 -0.17 1.87 1.84
H -0.199 -3.797 -1.600 0.63 2.03 0.70
H -0.535 -1.919 -1.383 1.49 -1.72 0.28
H 0.000 -4.144 0.845 0.17 2.12 -0.67
H 1.071 -2.569 0.992 -2.30 -0.95 -0.68
H -1.156 -1.093 0.718 -0.50 -2.15 0.36
H -2.246 -2.733 0.682 2.15 1.32 0.80
H -0.904 -3.320 3.029 -0.39 2.11 -0.46
H -2.210 -1.944 3.216 2.25 -0.49 -1.07
H 0.994 -0.345 2.270 -0.46 -0.68 0.69
H -1.906 0.170 3.655 0.82 0.53 -0.99
H -1.249 0.602 2.109 -0.33 -0.13 1.26
H 0.938 -2.909 4.199 0.78 1.48 -1.18
H 0.573 -1.312 5.751 -0.47 2.36 -1.09
H -0.532 0.291 5.492 1.98 -1.26 -0.78
H 2.712 -0.046 5.373 -1.97 1.23 -0.77
H 1.881 1.035 4.000 -0.08 -0.77 2.59
H 0.524 2.118 6.403 2.49 -0.34 -0.57
H 2.139 1.481 7.226 -0.92 0.94 -2.18
C -4.986 2.056 -8.533 -0.01 0.13 -0.24
Br -3.084 1.699 -8.329 -0.55 0.09 -0.04
Br -6.001 0.423 -8.830 0.28 0.40 0.13
Br -5.693 3.087 -7.043 0.19 -0.29 -0.34
H -5.101 2.672 -9.431 0.04 -0.29 0.43
```
Forces are in eV/Å.

Summary:
- energy above the lowest of the compared OMol25 structures with the same formula, charge and spin (kJ/mol) = 888.6
- E_tot (Ha) = -9360.52436

2.
Entry from the OMol25 dataset: C5H7NS as an isolated structure at a distorted geometry (the ωB97M-V functional and the def2-TZVPD basis).

```
14
Properties=species:S:1:pos:R:3:forces:R:3
C 0.057 -0.191 1.437 0.16 0.28 0.25
C 1.177 0.005 0.384 0.51 1.16 0.31
C -0.807 0.745 0.525 0.10 0.41 1.40
C -0.888 -0.086 -0.726 0.02 -0.48 -0.42
C 0.522 -0.550 -0.879 -0.26 -0.94 -0.12
H 0.290 0.238 2.417 0.01 0.09 -0.31
H -0.260 -1.217 1.595 -0.34 -0.30 -0.27
H 2.235 -0.201 0.613 -0.57 -0.04 -0.23
H -1.670 1.286 0.912 -0.13 -0.39 -0.12
H -1.740 -0.742 -0.895 0.17 0.22 -0.11
H -0.315 0.028 -2.707 0.28 0.04 0.67
H 0.788 -1.569 -1.207 -0.28 0.67 0.06
N -0.059 0.436 -1.794 -0.14 -0.45 -1.42
S 0.670 1.817 0.324 0.45 -0.25 0.32
```
Forces are in eV/Å.

Summary:
- energy above the lowest of the compared OMol25 structures with the same formula, charge and spin (kJ/mol) = 234.8
- E_tot (Ha) = -647.56761

3.
Entry from the OMol25 dataset: C28H28BiBr4N4O4 as an isolated structure at a distorted geometry (the ωB97M-V functional and the def2-TZVPD basis).

```
69
Properties=species:S:1:pos:R:3:forces:R:3
Bi 0.298 0.056 1.021 -1.22 -0.76 -1.43
O 0.695 2.459 -0.314 -0.15 -0.88 0.10
C 0.545 3.654 -0.013 0.17 1.18 1.99
C 0.792 4.691 -0.969 -0.48 1.37 -0.51
C 0.595 6.042 -0.695 0.35 -1.60 0.69
C 0.287 6.452 0.619 -0.07 0.00 0.60
C 0.068 5.527 1.621 0.11 -0.37 0.24
C 0.221 4.141 1.391 0.04 -1.02 -1.85
C 0.209 3.247 2.501 -0.42 -0.75 0.71
N 0.263 1.930 2.607 0.70 1.62 -0.67
C 0.625 1.494 3.938 -0.23 0.61 0.90
C 0.395 -0.002 4.134 0.29 -0.04 0.96
N 1.034 -0.735 3.053 0.18 -1.70 0.43
C 1.587 -1.923 3.290 -0.08 1.54 -0.82
C 2.424 -2.626 2.356 -0.06 -0.58 -0.84
C 2.890 -3.962 2.666 -0.28 1.15 -0.29
C 3.802 -4.617 1.882 -0.37 0.80 -0.19
C 4.262 -3.997 0.690 0.60 -0.11 0.51
C 3.818 -2.748 0.318 0.31 -0.23 -0.26
C 2.822 -2.036 1.069 -0.17 -0.40 0.76
O 2.366 -0.930 0.603 0.38 -0.42 0.31
H 1.105 4.367 -1.959 -0.14 0.01 0.10
H 0.712 6.812 -1.439 0.23 -0.03 -0.30
H 0.392 7.492 0.875 -0.51 0.33 -0.01
H -0.236 5.804 2.653 0.47 0.16 -0.75
H 0.159 3.758 3.498 0.12 -0.04 -0.69
H 0.017 2.122 4.626 0.20 -0.74 0.20
H 1.680 1.763 4.184 -0.47 -0.40 -0.41
H -0.676 -0.225 4.267 0.25 0.00 -0.49
H 0.905 -0.296 5.057 -0.21 0.08 0.22
H 1.493 -2.347 4.303 0.00 0.14 -0.30
H 2.480 -4.482 3.523 0.06 0.21 0.27
H 4.202 -5.551 2.218 0.04 -0.51 -0.12
H 5.067 -4.549 0.161 -0.68 0.67 -0.03
H 4.218 -2.241 -0.572 -0.33 -0.32 0.40
Br -4.190 -5.805 0.847 0.60 0.61 0.26
C -3.421 -4.068 1.217 -1.24 0.82 0.70
C -4.268 -2.967 1.576 -0.66 -2.87 -0.64
Br -6.054 -3.454 1.967 -0.53 0.43 0.07
C -3.847 -1.680 1.683 1.96 0.88 0.11
Br -5.019 -0.207 2.168 0.86 -0.84 -0.28
C -2.445 -1.440 1.466 -1.12 -0.25 -0.04
O -1.957 -0.249 1.631 1.25 0.90 -0.03
C -1.556 -2.505 1.043 -1.16 -0.61 0.27
O -0.360 -2.211 0.652 0.72 0.63 0.62
C -2.064 -3.843 1.111 0.72 0.91 -0.42
Br -0.827 -5.294 1.065 -0.06 0.40 -0.28
C 0.364 -2.022 -3.114 -0.65 0.67 -0.26
C 0.715 -0.508 -2.998 0.48 -0.32 -1.31
N -0.354 0.402 -3.437 0.34 0.53 -1.01
C -0.351 0.863 -4.842 -0.85 0.91 0.27
C -1.339 0.106 -5.799 0.86 0.01 0.77
C -1.263 0.858 -2.506 0.89 0.07 -0.01
C -1.984 2.174 -2.801 0.14 -0.08 -0.31
N -1.318 0.231 -1.384 -1.93 0.35 0.18
H 1.104 -2.665 -2.614 -0.17 0.25 -0.37
H 0.177 -2.319 -4.188 0.53 0.28 1.04
H -0.592 -2.148 -2.603 0.09 -0.20 0.15
H 1.587 -0.304 -3.672 -0.58 -0.05 0.54
H 1.017 -0.183 -2.006 -0.04 -0.39 0.16
H 0.681 0.862 -5.225 -0.32 -0.36 0.13
H -0.647 1.940 -4.920 0.23 -0.72 0.50
H -0.806 -0.808 -6.138 -0.74 0.46 -0.13
H -1.587 0.804 -6.623 0.09 -0.72 0.19
H -2.262 -0.176 -5.244 0.63 0.19 -0.45
H -1.235 2.983 -3.029 -0.68 -0.87 0.19
H -2.544 2.479 -1.911 0.11 -0.12 -0.20
H -2.683 2.064 -3.646 0.25 0.20 0.23
H -2.187 0.548 -0.889 1.36 -0.09 -0.04
```
Forces are in eV/Å.

Summary:
- energy above the lowest of the compared OMol25 structures with the same formula, charge and spin (kJ/mol) = 142.5
- E_tot (Ha) = -12114.48121
- charge = -1

Calculated HOMO-LUMO gap (eV), listed in the same order as above: 9.11 9.04 6.02